Below is a cluster of 9 separate species, C26H60N8O16 in total in a non-equilibrium geometry, with properties calculated with the ωB97M-V functional and the def2-TZVPD basis.

Bonds (Å) are listed after each position.
Geometry (Å):
1 O -0.690 4.404 -4.950  C54 1.168
2 H 10.173 -4.914 3.062  C44 1.090
3 N 10.732 -7.417 2.286  H64 1.010, C73 1.442, H106 1.010
4 N 0.597 -3.333 -0.483  O31 1.224, C55 1.503, O71 1.195
5 C 3.237 6.004 2.238  H7 1.090, H20 1.090, H70 1.090, O87 1.428
6 H -7.444 -3.050 -2.359  C77 1.090
7 H 2.563 6.858 2.180  C5 1.090
8 C 1.503 2.775 4.264  H22 1.090, H24 1.090, C86 1.526, H89 1.090
9 H -5.602 3.680 2.316  N109 1.010
10 H 2.497 -4.108 -0.507  C55 1.090
11 H -1.730 2.447 -4.640  O17 0.960
12 H 6.504 -0.475 -6.195  C60 1.090
13 H -4.411 0.458 8.517  C40 1.090
14 O -1.835 -5.845 -8.256  N52 1.205
15 O 3.616 -0.025 -7.085  N35 1.179
16 C -2.648 3.497 -5.885  O17 1.359, C46 1.328, C54 1.494
17 O -2.459 2.311 -5.249  H11 0.960, C16 1.359
18 H 0.767 5.521 2.381  C34 1.090
19 H -1.617 -3.255 8.898  C28 1.090
20 H 3.647 6.026 3.248  C5 1.090
21 H -4.308 4.416 2.411  N109 1.010
22 H 0.535 2.375 3.962  C8 1.090
23 H -5.965 2.259 0.919  C101 1.090
24 H 2.296 2.132 3.881  C8 1.090
25 H -3.650 7.156 -8.733  O56 0.960
26 H -4.110 2.332 0.667  C101 1.090
27 H -4.563 -0.366 10.051  C40 1.090
28 C -2.478 -3.922 8.916  H19 1.090, C39 1.554, H74 1.090, H90 1.090
29 H -6.278 -4.279 -3.080  C77 1.090
30 H -4.952 -2.409 8.947  C88 1.090
31 O 0.927 -2.180 -0.732  N4 1.224
32 C -5.126 4.224 0.506  C37 1.552, H65 1.090, C101 1.511, N109 1.451
33 C -1.234 -3.706 -7.818  N52 1.478, H84 1.090, H93 1.090, H96 1.090
34 C 1.338 4.611 2.567  H18 1.090, C86 1.594, O87 1.430, H110 1.090
35 N 4.529 -0.708 -6.783  O15 1.179, C60 1.521, O83 1.210
36 H 0.789 4.357 5.912  N72 1.010
37 C -6.332 4.915 -0.186  C32 1.552, H69 1.090, O81 1.400, H102 1.090
38 O -3.297 -1.300 8.681  C40 1.421, C88 1.394
39 C -3.509 -3.535 7.820  C28 1.554, C88 1.544, H100 1.090, N108 1.422
40 C -3.860 -0.127 9.254  H13 1.090, H27 1.090, O38 1.421, H61 1.090
41 H 7.963 -4.052 1.991  C76 1.090
42 O -1.739 -5.208 -6.182  N52 1.201
43 H 0.480 5.775 5.059  N72 1.010
44 C 10.565 -4.871 2.046  H2 1.090, H68 1.090, C73 1.555, O99 1.418
45 O -4.943 5.273 -8.069  C79 1.237
46 C -3.681 3.724 -6.687  C16 1.328, H50 1.080, C79 1.502
47 H -2.345 -2.531 6.480  N108 1.010
48 H -5.780 -2.729 -2.417  C77 1.090
49 H 9.011 -2.883 1.206  C76 1.090
50 H -4.311 2.869 -6.888  C46 1.080
51 H 2.495 4.772 4.367  C86 1.090
52 N -1.626 -5.058 -7.368  O14 1.205, C33 1.478, O42 1.201
53 H 5.780 0.695 -7.492  C60 1.090
54 C -1.627 4.558 -5.632  O1 1.168, C16 1.494, C75 1.483
55 C 1.535 -4.428 -0.908  N4 1.503, H10 1.090, H82 1.090, H103 1.090
56 O -3.069 7.192 -7.969  H25 0.960, C57 1.346
57 C -2.895 6.061 -7.261  O56 1.346, C75 1.351, C79 1.484
58 H 12.869 -5.614 0.405  C63 1.090
59 N -6.664 -2.451 -4.165  C77 1.424, O94 1.196, O97 1.241
60 C 5.958 -0.315 -7.125  H12 1.090, N35 1.521, H53 1.090, H67 1.090
61 H -3.016 0.481 9.580  C40 1.090
62 H 7.949 -3.733 0.303  C76 1.090
63 C 12.176 -6.419 0.649  H58 1.090, C73 1.540, H80 1.090, H104 1.090
64 H 11.370 -8.163 2.049  N3 1.010
65 H -4.267 4.541 -0.085  C32 1.090
66 H 12.226 -6.150 2.665  C73 1.090
67 H 6.258 -1.062 -7.860  C60 1.090
68 H 11.172 -3.982 1.877  C44 1.090
69 H -7.246 4.812 0.398  C37 1.090
70 H 4.089 6.233 1.598  C5 1.090
71 O -0.338 -3.661 0.184  N4 1.195
72 N 0.490 4.766 5.038  H36 1.010, H43 1.010, C86 1.483
73 C 11.398 -6.181 1.957  N3 1.442, C44 1.555, C63 1.540, H66 1.090
74 H -2.192 -4.960 8.747  C28 1.090
75 C -1.879 5.795 -6.410  C54 1.483, C57 1.351, H107 1.080
76 C 8.626 -3.901 1.140  H41 1.090, H49 1.090, H62 1.090, O99 1.366
77 C -6.566 -3.233 -2.979  H6 1.090, H29 1.090, H48 1.090, N59 1.424
78 H -8.536 4.915 -1.907  C95 1.090
79 C -3.905 4.992 -7.459  O45 1.237, C46 1.502, C57 1.484
80 H 12.626 -7.411 0.599  C63 1.090
81 O -6.485 4.408 -1.482  C37 1.400, C95 1.447
82 H 1.470 -4.608 -1.981  C55 1.090
83 O 4.304 -1.781 -6.271  N35 1.210
84 H -0.828 -3.148 -6.974  C33 1.090
85 H -7.164 6.058 -2.346  C95 1.090
86 C 1.549 4.293 4.115  C8 1.526, C34 1.594, H51 1.090, N72 1.483
87 O 2.615 4.753 1.939  C5 1.428, C34 1.430
88 C -4.220 -2.208 8.165  H30 1.090, O38 1.394, C39 1.544, H91 1.090
89 H 1.287 2.539 5.306  C8 1.090
90 H -3.043 -3.812 9.842  C28 1.090
91 H -4.655 -1.729 7.286  C88 1.090
92 H -5.225 2.468 -0.624  C101 1.090
93 H -0.393 -3.755 -8.510  C33 1.090
94 O -6.073 -2.863 -5.120  N59 1.196
95 C -7.519 5.029 -2.282  H78 1.090, O81 1.447, H85 1.090, H98 1.090
96 H -2.107 -3.220 -8.254  C33 1.090
97 O -7.591 -1.626 -4.181  N59 1.241
98 H -7.468 4.653 -3.304  C95 1.090
99 O 9.587 -4.865 1.018  C44 1.418, C76 1.366
100 H -4.315 -4.266 7.752  C39 1.090
101 C -5.103 2.715 0.431  H23 1.090, H26 1.090, C32 1.511, H92 1.090
102 H -5.996 5.951 -0.238  C37 1.090
103 H 1.233 -5.336 -0.386  C55 1.090
104 H 11.536 -6.356 -0.231  C63 1.090
105 H -3.490 -3.461 5.858  N108 1.010
106 H 10.050 -7.621 1.569  N3 1.010
107 H -1.199 6.623 -6.278  C75 1.080
108 N -2.798 -3.426 6.593  C39 1.422, H47 1.010, H105 1.010
109 N -5.188 4.515 1.926  H9 1.010, H21 1.010, C32 1.451
110 H 0.663 3.817 2.248  C34 1.090

The energy relative to the best compared isomer or geometry (same formula, charge and spin) is 84.2 kcal per mole. The HOMO-LUMO gap comes out at 0.2840 Eh. As for the LUMO energy: -0.0493 hartree. As for the maximum force: 4.8 eV Å⁻¹. As for the SMILES: O=C1C=C(O)C(=O)C=C1O.C[N+](=O)[O-].C[N+](=O)[O-].C[N+](=O)[O-].C[N+](=O)[O-].COC[C@H](C)N.COC[C@H](C)N.COC[C@H](C)N.COC[C@H](C)N. The molecular weight is 740.81 g mol⁻¹.